(1)
Density functional theory data (ωB97M-V/def2-TZVPD) for C24H21N3O4 in the gas phase in a non-equilibrium geometry.

```
! wB97M-V def2-TZVPD RIJCOSX def2/J DEFGRID3
* xyz 0 1
C -5.063 -4.697 1.229
H -5.588 -5.195 2.043
O -5.091 -3.325 1.540
C -4.493 -2.452 0.684
C -3.853 -2.803 -0.499
C -3.282 -1.822 -1.292
C -3.340 -0.485 -0.935
C -3.973 -0.140 0.255
C -4.544 -1.107 1.053
H -5.038 -0.847 1.976
H -4.018 0.893 0.566
C -2.688 0.562 -1.803
N -1.514 1.126 -1.142
C -1.519 2.271 -0.383
N -0.486 2.704 0.255
C 0.689 2.020 0.195
C 1.809 2.487 0.896
C 3.003 1.813 0.834
C 3.122 0.644 0.065
C 2.023 0.170 -0.631
C 0.809 0.850 -0.571
C -0.355 0.353 -1.287
O -0.362 -0.650 -1.976
H 2.078 -0.728 -1.230
N 4.314 -0.073 -0.029
C 5.523 0.181 0.551
O 5.778 1.120 1.278
C 6.539 -0.827 0.202
C 7.852 -0.907 0.588
C 8.375 -2.064 -0.026
C 7.348 -2.605 -0.740
O 6.235 -1.870 -0.612
H 7.287 -3.480 -1.357
H 9.373 -2.442 0.052
H 8.359 -0.216 1.230
H 4.265 -0.899 -0.612
H 3.865 2.172 1.372
H 1.711 3.386 1.484
C -2.740 3.095 -0.255
C -3.072 3.640 1.116
C -2.565 4.559 0.064
H -1.550 4.910 0.158
H -3.248 5.255 -0.397
H -2.397 3.375 1.914
H -4.113 3.687 1.400
H -3.579 2.840 -0.883
H -3.387 1.354 -2.069
H -2.326 0.091 -2.722
H -2.771 -2.109 -2.199
H -3.786 -3.832 -0.813
H -5.579 -4.906 0.286
H -4.038 -5.077 1.175
*
```

Computed properties:
- SMILES = COc1ccc(Cn2c(C3CC3)nc3ccc(NC(=O)c4ccco4)cc3c2=O)cc1
- LUMO (eV) = 0.46
- energy relative to the best compared isomer or geometry (same formula, charge and spin) (eV) = 1.3700
- largest force on an atom (hartree/bohr) = 0.026


(2)
Density functional theory data (ωB97M-V/def2-TZVPD) for a molecular structure, C24H21N3O7RhS.

```
! wB97M-V def2-TZVPD RIJCOSX def2/J DEFGRID3
* xyz 1 1
Rh -0.215 -0.555 -0.102
O 0.746 1.360 -0.303
C -0.089 1.783 0.550
O -1.057 0.989 0.844
C 0.027 3.110 1.170
C -1.061 3.671 1.836
C -0.941 4.923 2.417
C 0.263 5.609 2.349
C 1.327 5.025 1.685
C 1.238 3.787 1.085
N 2.612 5.753 1.611
O 3.511 5.227 0.990
O 2.679 6.819 2.182
H -1.990 3.121 1.894
H -1.783 5.366 2.930
H 0.389 6.582 2.800
H 2.087 3.360 0.572
O 0.865 -2.286 -0.526
C 1.566 -2.073 0.516
O 1.196 -1.069 1.237
C 2.700 -2.914 0.897
C 3.401 -2.641 2.070
C 4.474 -3.441 2.422
C 4.840 -4.505 1.607
C 4.140 -4.775 0.438
C 3.068 -3.979 0.077
H 3.103 -1.806 2.689
H 5.026 -3.237 3.329
H 5.680 -5.128 1.885
H 4.435 -5.604 -0.191
H 2.513 -4.168 -0.832
N -5.243 -5.296 2.388
C -4.451 -4.568 1.988
C -3.458 -3.657 1.487
C -2.358 -3.316 2.263
C -1.431 -2.436 1.746
N -1.564 -1.906 0.524
C -2.620 -2.233 -0.230
C -3.589 -3.105 0.218
H -2.225 -3.725 3.254
H -0.563 -2.129 2.312
H -2.660 -1.783 -1.210
H -4.430 -3.354 -0.413
O -1.243 -0.177 -1.848
S -1.574 1.297 -2.213
C -0.226 1.795 -3.329
C -0.851 2.060 -4.694
C -1.961 1.026 -4.852
C -2.766 1.110 -3.561
H 0.424 0.918 -3.335
H 0.310 2.630 -2.885
H -0.098 1.993 -5.477
H -1.272 3.068 -4.730
H -1.538 0.026 -4.963
H -2.594 1.222 -5.716
H -3.371 0.236 -3.322
H -3.399 1.999 -3.529
*
```

Computed properties:
- LUMO (eV) = -3.58
- energy relative to the best compared isomer or geometry (same formula, charge and spin) (eV) = 0.0000
- largest force on an atom (hartree/bohr) = 0.016


(3)
Density functional theory data (ωB97M-V/def2-TZVPD) for a molecular structure, C24H22AsBrClNO8Rh in a non-equilibrium geometry.

```
! wB97M-V def2-TZVPD RIJCOSX def2/J DEFGRID3
* xyz -1 5
Rh -0.314 -0.253 1.098
O 5.387 -1.211 0.851
C 4.019 -1.303 0.937
C 3.258 -1.452 -0.229
C 1.895 -1.219 -0.192
N 1.486 -0.942 1.079
C 2.100 -0.917 2.298
C 3.461 -1.132 2.206
C 1.174 -0.542 3.442
O 1.597 -0.520 4.612
O -0.065 -0.261 3.086
C 0.828 -1.084 -1.221
O 0.950 -1.534 -2.367
O -0.345 -0.544 -0.855
H 5.659 -0.880 -0.024
H 3.789 -1.676 -1.180
H 4.164 -1.123 3.046
Br -5.333 5.315 -2.185
C -4.060 3.979 -1.877
C -2.789 4.195 -2.419
C -1.775 3.245 -2.325
C -1.957 2.131 -1.525
C -3.142 1.968 -0.787
C -4.238 2.856 -1.067
C -3.357 0.826 0.212
O -4.529 0.458 0.403
O -2.349 0.317 0.930
H -2.612 5.116 -2.981
H -0.837 3.416 -2.861
H -1.181 1.339 -1.503
H -5.202 2.673 -0.592
Cl 5.682 2.092 -1.262
C 4.122 2.282 -0.534
C 3.931 2.382 0.847
C 2.660 2.277 1.370
C 1.562 1.995 0.517
C 0.267 1.790 1.136
C 1.723 2.134 -0.882
C 3.005 2.280 -1.396
H 4.768 2.514 1.535
H 2.413 2.416 2.417
H -0.550 2.137 0.498
H 0.144 2.040 2.195
H 0.821 2.174 -1.502
H 3.184 2.342 -2.488
C -2.687 -4.712 1.402
As -1.786 -3.377 0.264
C -0.597 -4.247 -1.001
C -3.198 -2.557 -0.795
O -1.196 -2.155 1.380
H -3.378 -5.313 0.812
H -3.255 -4.105 2.119
H -1.945 -5.339 1.898
H -1.075 -5.095 -1.516
H 0.269 -4.601 -0.424
H -0.322 -3.449 -1.715
H -3.676 -3.280 -1.487
H -2.677 -1.741 -1.325
H -3.891 -2.121 -0.075
*
```

Computed properties:
- LUMO (alpha / beta) (eV) = 2.11 / -0.71
- energy relative to the best compared isomer or geometry (same formula, charge and spin) (eV) = 2.2792
- largest force on an atom (hartree/bohr) = 0.081


(4)
Density functional theory data (ωB97M-V/def2-TZVPD) for a molecular structure, C24H22BBr4N11O4S3W in a non-equilibrium geometry.

```
! wB97M-V def2-TZVPD RIJCOSX def2/J DEFGRID3
* xyz 0 1
W 0.615 -0.039 0.808
C 2.524 1.635 -4.316
C 3.237 1.482 -3.036
N 4.440 1.840 -2.729
N 4.639 1.452 -1.451
C 3.551 0.837 -0.941
S 3.343 0.149 0.583
N 2.643 0.844 -1.968
N 1.329 0.428 -1.837
H 3.192 2.058 -5.058
H 1.667 2.296 -4.181
H 2.163 0.661 -4.651
H 5.483 1.700 -0.957
H 1.101 -0.342 -2.475
H 0.668 1.206 -2.026
Br 2.342 4.710 5.395
C 1.930 3.877 3.762
C 2.569 4.271 2.594
Br 3.883 5.615 2.649
C 2.270 3.637 1.387
Br 3.093 4.148 -0.223
C 1.397 2.564 1.359
O 1.122 1.813 0.296
C 0.748 2.157 2.553
O -0.041 1.118 2.426
C 0.990 2.849 3.734
Br 0.062 2.297 5.270
N -7.458 1.581 -2.207
C -6.123 1.389 -2.002
C -5.500 0.212 -2.437
C -4.148 0.028 -2.254
C -3.403 1.025 -1.646
C -3.991 2.204 -1.224
C -5.343 2.389 -1.406
S -1.672 0.786 -1.399
O -0.928 1.945 -1.859
O -1.229 -0.452 -2.006
N -1.326 0.630 0.187
C -1.914 -0.441 0.792
N -0.954 -1.169 1.456
C -1.394 -2.267 2.134
C -2.727 -2.619 2.111
C -3.598 -1.826 1.377
N -3.183 -0.722 0.718
H -8.024 0.788 -2.453
H -7.915 2.328 -1.715
H -6.101 -0.553 -2.907
H -3.644 -0.872 -2.567
H -3.379 2.959 -0.759
H -5.815 3.303 -1.078
H -0.638 -2.833 2.660
H -3.065 -3.493 2.641
H -4.651 -2.040 1.294
S 1.705 -0.703 3.107
C 2.414 -2.234 2.750
N 2.989 -2.969 3.757
C 3.432 -4.264 3.472
C 3.336 -4.710 2.188
C 2.789 -3.877 1.202
N 2.309 -2.642 1.522
H 3.104 -2.557 4.670
H 3.808 -4.840 4.300
H 3.672 -5.700 1.930
H 2.669 -4.172 0.173
B 0.823 -3.516 -2.290
C 0.791 -2.513 -1.158
N 0.837 -1.659 -0.348
H 1.972 -3.766 -2.499
H 0.194 -4.477 -1.980
H 0.318 -2.945 -3.215
*
```

Computed properties:
- LUMO (alpha / beta) (eV) = -1.52 / -1.52
- energy relative to the best compared isomer or geometry (same formula, charge and spin) (eV) = 2.7656
- largest force on an atom (hartree/bohr) = 0.085


- energy relative to the best compared isomer or geometry (same formula, charge and spin) of number 2 (C24H21N3O7RhS)?
  0.0000 eV